2 unconnected molecules or ions with the total composition C4H7ClO2S. Source: the OMol25 dataset; level of theory: ωB97M-V/def2-TZVPD.

Geometry as XYZ:
```
15
Properties=species:S:1:pos:R:3:lowdin_charge:R:1
C -0.26 1.13 -0.05 -0.68
C -1.50 1.75 -0.64 -0.01
C 1.04 -2.24 0.02 -0.28
C 2.34 0.23 0.22 -0.93
O -0.30 0.42 0.94 -0.03
O 0.84 1.40 -0.71 -0.08
S 2.38 -1.16 -0.71 0.89
Cl 3.76 1.15 0.42 0.68
H -2.34 1.06 -0.61 0.07
H -1.78 2.76 -0.11 0.12
H -1.26 1.93 -1.70 0.08
H 0.37 -1.56 0.48 -0.01
H 1.58 -2.88 0.74 0.04
H 0.50 -2.87 -0.79 0.08
H 1.59 0.22 1.04 0.05
```

Calculated values
Orbital gap   8.87 eV
HOMO energy   -9.391 eV
Lowest unoccupied orbital energy   -0.5221 eV
Energy above the lowest of the compared OMol25 structures with the same formula, charge and spin   1.125 eV


C4H7ClO3 in the gas phase. Source: the OMol25 dataset; level of theory: ωB97M-V/def2-TZVPD.

Geometry as XYZ:
```
15
Properties=species:S:1:pos:R:3:lowdin_charge:R:1
C -1.06 -0.34 -1.38 -0.08
C -1.13 0.22 0.02 -0.15
C 0.15 0.03 0.87 -0.62
O 0.09 0.78 1.98 0.08
O 0.63 -1.22 1.18 0.01
C 1.35 0.74 -0.16 -0.69
O 1.37 1.77 -0.69 0.10
Cl 2.87 -0.23 -0.07 0.65
H 0.01 -0.56 -1.49 0.06
H -1.10 0.42 -2.20 0.10
H -1.70 -1.19 -1.45 0.07
H -1.89 -0.46 0.46 0.13
H -1.35 1.25 0.09 0.11
H 0.94 0.53 2.44 0.15
H 0.82 -1.72 0.40 0.08
```

Calculated values
Orbital gap   10.40 eV
HOMO energy   -9.756 eV
Lowest unoccupied orbital energy   0.6425 eV
Structure (SMILES)   CCC(O)(O)C(=O)Cl
Energy above the lowest of the compared OMol25 structures with the same formula, charge and spin   1.178 eV


C4H7ClOS in the gas phase. Source: the OMol25 dataset; level of theory: ωB97M-V/def2-TZVPD.

Geometry as XYZ:
```
14
Properties=species:S:1:pos:R:3:lowdin_charge:R:1
O -0.87 -1.57 -0.88 -0.02
C 0.34 -1.08 -0.39 -0.39
C 0.46 0.32 -0.97 -0.13
C -0.24 0.81 0.33 -0.70
S 0.19 2.47 0.96 0.71
C 0.22 -0.45 1.03 -0.70
Cl -0.80 -1.22 2.21 0.66
H -1.07 -2.39 -0.41 0.09
H 1.19 -1.76 -0.60 0.15
H -0.16 0.59 -1.84 0.12
H 1.47 0.81 -1.08 0.13
H -1.28 0.72 0.08 0.10
H -0.62 3.12 0.03 -0.10
H 1.17 -0.35 1.52 0.10
```

Calculated values
Orbital gap   9.95 eV
HOMO energy   -9.151 eV
Lowest unoccupied orbital energy   0.7986 eV
Structure (SMILES)   O[C@H]1C[C@H](S)[C@H]1Cl
Energy above the lowest of the compared OMol25 structures with the same formula, charge and spin   0.875 eV


A gas-phase ion, C4H7ClP (charge +1). Source: the OMol25 dataset; level of theory: ωB97M-V/def2-TZVPD.

Geometry as XYZ:
```
13
Properties=species:S:1:pos:R:3:lowdin_charge:R:1
C -1.21 -0.40 1.37 0.04
C 0.84 -0.21 -0.12 -0.84
C 1.45 -1.50 -0.31 -0.18
C -1.15 2.06 -0.37 -0.21
P -0.83 0.28 -0.10 0.87
Cl 1.99 0.94 0.45 0.77
H -1.28 -1.38 1.69 -0.01
H 2.54 -1.33 -0.69 0.12
H 1.05 -1.97 -1.25 0.11
H 1.46 -2.18 0.53 0.10
H -1.41 2.24 -1.41 0.06
H -0.15 2.56 0.06 0.09
H -2.12 2.17 0.16 0.07
```

Calculated values
Orbital gap (alpha / beta)   7.14 / 8.02 eV
HOMO energy (alpha / beta)   -13.539 / -14.371 eV
Lowest unoccupied orbital energy (alpha / beta)   -6.3943 / -6.3499 eV
Net charge   +1
Energy above the lowest of the compared OMol25 structures with the same formula, charge and spin   4.453 eV


C4H7ClS in the gas phase. Source: the OMol25 dataset; level of theory: ωB97M-V/def2-TZVPD.

Geometry as XYZ:
```
13
Properties=species:S:1:pos:R:3:lowdin_charge:R:1
C 0.27 1.41 -0.15 -0.08
C -0.38 0.06 0.03 -0.42
C -1.70 -0.02 -0.33 -0.54
Cl -2.64 -1.44 -0.21 0.63
C 0.42 -1.10 0.60 -0.51
S 1.89 -1.59 -0.42 0.69
H 0.63 1.81 0.78 0.08
H -0.47 2.08 -0.62 0.08
H 1.11 1.30 -0.87 0.07
H -2.23 0.82 -0.71 0.05
H 0.76 -0.89 1.61 0.07
H -0.18 -2.03 0.71 0.05
H 2.53 -0.40 -0.42 -0.16
```

Calculated values
Orbital gap   9.97 eV
HOMO energy   -9.143 eV
Lowest unoccupied orbital energy   0.8277 eV
Structure (SMILES)   C/C(=C/Cl)CS
Energy above the lowest of the compared OMol25 structures with the same formula, charge and spin   0.096 eV


C4H7ClS in the gas phase. Source: the OMol25 dataset; level of theory: ωB97M-V/def2-TZVPD.

Geometry as XYZ:
```
13
Properties=species:S:1:pos:R:3:lowdin_charge:R:1
C 2.49 1.12 0.03 -0.44
S 1.78 -0.53 -0.06 0.82
C 0.06 -0.05 0.02 -0.46
C -0.84 -1.01 0.08 -0.26
C -2.37 -0.88 -0.04 -0.60
Cl -2.99 0.76 -0.02 0.57
H 3.57 1.01 -0.33 0.06
H 2.01 1.83 -0.62 0.03
H 2.58 1.45 1.04 0.02
H -0.20 1.02 -0.06 0.07
H -0.53 -2.00 0.15 0.07
H -2.86 -1.43 0.79 0.08
H -2.70 -1.30 -0.95 0.05
```

Calculated values
Orbital gap   9.25 eV
HOMO energy   -8.287 eV
Lowest unoccupied orbital energy   0.9626 eV
Structure (SMILES)   CS/C=C/CCl
Energy above the lowest of the compared OMol25 structures with the same formula, charge and spin   0.371 eV


C4H7ClS in the gas phase. Source: the OMol25 dataset; level of theory: ωB97M-V/def2-TZVPD.

Geometry as XYZ:
```
13
Properties=species:S:1:pos:R:3:lowdin_charge:R:1
C 1.37 1.09 -0.04 -0.18
C 0.43 -0.04 0.20 -0.77
S 1.19 -1.84 0.04 0.63
C -0.88 -0.23 -0.37 -0.32
C -1.95 -0.44 0.40 -0.67
Cl -3.54 -0.67 -0.06 0.66
H 0.48 1.91 -0.22 0.11
H 2.12 1.25 1.05 0.16
H 2.10 1.12 -1.15 0.15
H 0.38 -0.03 1.36 0.10
H 1.18 -1.71 -1.36 -0.11
H -1.16 0.07 -1.40 0.12
H -1.72 -0.47 1.55 0.11
```

Calculated values
Orbital gap   9.42 eV
HOMO energy   -8.641 eV
Lowest unoccupied orbital energy   0.7801 eV
Structure (SMILES)   C[C@H](S)/C=C/Cl
Energy above the lowest of the compared OMol25 structures with the same formula, charge and spin   2.845 eV


A molecular structure, C4H7ErO2. Source: the OMol25 dataset; level of theory: ωB97M-V/def2-TZVPD.

Geometry as XYZ:
```
14
Properties=species:S:1:pos:R:3:lowdin_spin:R:1
H -1.45 3.73 1.00 0.00
O 0.44 3.16 0.54 0.00
C -0.60 3.04 1.19 0.00
H -0.60 2.33 2.05 0.00
C -1.91 0.63 -0.23 0.00
C -1.61 -0.70 -0.10 0.00
C -0.59 -1.57 -0.78 0.00
H -2.66 1.04 0.45 0.00
H -1.65 1.13 -1.17 0.00
H -2.08 -1.20 0.75 0.00
H -0.86 -1.04 -1.80 0.00
H -0.86 -2.63 -0.73 0.00
O 0.68 -1.32 -0.30 0.00
Er 0.96 0.41 0.81 3.00
```

Calculated values
Orbital gap (alpha / beta)   7.73 / 7.84 eV
HOMO energy (alpha / beta)   -18.541 / -18.541 eV
Lowest unoccupied orbital energy (alpha / beta)   -10.8094 / -10.6974 eV
Expectation value of S²   3.75
Spin multiplicity   4
Net charge   +2


C4H7F in the gas phase. Source: the OMol25 dataset; level of theory: ωB97M-V/def2-TZVPD.

Geometry as XYZ:
```
12
Properties=species:S:1:pos:R:3:lowdin_charge:R:1
F 1.31 0.00 -1.38 -0.12
C -0.04 0.33 -1.05 -0.15
C -0.69 -0.45 0.11 -0.31
C 0.27 -0.50 1.28 -0.05
C -1.03 0.44 1.21 -0.11
H -0.53 0.31 -2.26 0.19
H 0.08 1.32 -0.50 0.11
H -1.39 -1.28 0.08 0.14
H 0.46 -1.22 2.02 0.07
H 1.15 0.20 1.18 0.11
H -1.89 0.12 1.36 0.00
H -0.80 1.56 1.24 0.13
```

Calculated values
Orbital gap   11.28 eV
HOMO energy   -10.094 eV
Lowest unoccupied orbital energy   1.1841 eV
Structure (SMILES)   FCC1CC1
Energy above the lowest of the compared OMol25 structures with the same formula, charge and spin   2.874 eV